[1]
Below is a molecular structure, C15H19FO21Pb in a non-equilibrium geometry, with properties calculated with ωB97M-V/def2-TZVPD.

Last column: natural (NBO) charge in e.
Positions of all 57 atoms, in Å:
Pb: -5.2616 -22.8976 8.5422  1.44
F: -0.8424 -31.0114 13.3590  -0.33
O: -4.7230 -22.5087 3.3116  -0.73
O: 1.1976 -23.5822 8.2010  -0.71
O: -6.5261 -21.6062 2.2336  -0.72
O: -8.9572 -21.4071 10.1579  -0.75
O: -0.4649 -23.9472 6.6475  -0.71
O: -0.8501 -22.8240 8.3509  -0.85
O: -2.6107 -27.3997 11.3539  -0.54
O: -6.0771 -15.5597 9.6927  -0.48
O: -4.9440 -22.3612 14.2940  -0.55
O: -6.5436 -26.8611 7.9696  -0.72
O: -6.5164 -28.6969 6.7128  -0.78
O: -6.5712 -22.2053 4.3441  -0.68
O: -5.1850 -27.0177 6.3669  -0.71
O: -1.0843 -29.0878 10.6410  -0.50
O: -4.6297 -17.3507 9.7128  -0.59
O: -10.0334 -20.3189 8.5485  -0.75
O: -3.7880 -22.3240 16.4287  -0.53
O: -4.5101 -15.7838 11.2490  -0.46
O: -2.0283 -29.2360 12.5986  -0.49
O: -5.6815 -23.4735 16.2249  -0.46
O: -11.1820 -21.2880 10.0913  -0.87
C: -5.9006 -22.0955 3.3248  0.92
C: -3.9356 -13.4423 11.4475  -0.63
C: -0.3916 -30.1223 11.2528  -0.12
C: -10.0260 -20.8611 9.6479  0.90
C: -4.2115 -22.4011 17.7898  0.08
C: -2.0114 -28.4846 11.5344  0.97
C: -1.4522 -30.4718 12.2953  0.45
C: -6.0711 -27.6002 7.0203  0.90
C: -4.4899 -20.8973 18.2332  -0.63
C: -6.2513 -14.4017 10.4995  -0.09
C: 0.0028 -23.4706 7.6677  0.91
C: -5.3865 -23.2939 17.6173  -0.10
C: -4.9062 -22.6754 15.5186  0.98
C: -5.0608 -16.3211 10.2421  0.96
C: -5.0476 -14.5061 11.4384  0.06
H: 0.6202 -29.9032 11.5938  0.20
H: -3.5667 -22.9163 18.5018  0.18
H: -3.2599 -13.5217 12.2992  0.23
H: -2.1872 -31.1409 11.8480  0.15
H: 1.0296 -22.8731 8.8259  0.49
H: -7.0021 -27.5982 8.3796  0.47
H: -5.7867 -21.3972 1.6580  0.47
H: -4.9533 -24.2031 18.0340  0.19
H: -0.4541 -30.9928 10.5997  0.19
H: -5.5131 -14.6402 12.4148  0.18
H: -9.1296 -21.5875 11.0849  0.48
H: -5.1748 -20.8227 19.0778  0.20
H: -4.8378 -20.3321 17.3685  0.23
H: -3.4379 -13.5535 10.4841  0.23
H: -3.4938 -20.6215 18.5794  0.22
H: -6.2060 -13.4422 9.9842  0.19
H: -7.1622 -14.4511 11.0962  0.19
H: -4.4267 -12.4958 11.6733  0.21
H: -6.2816 -22.9318 18.1230  0.20

Cartesian forces (eV/Å) of the 2 atoms listed first:
Pb 0.17 -0.49 -1.25
F -0.43 -0.33 1.12

Kohn-Sham gap ... 2.65 eV
Charge ... -2
HOMO ... -0.087 Eh



[2]
Below is 2 unconnected molecules or ions with the total composition C14H16NO in a non-equilibrium geometry, with properties calculated with ωB97M-V/def2-TZVPD.

Last column: natural (NBO) charge in e.
Positions of all 32 atoms, in Å:
O: 2.5637 0.5974 1.9647  -0.43
N: 2.2807 -1.4813 4.3854  -0.49
C: 3.9729 0.2941 1.8373  -0.27
C: 2.9973 -3.2460 5.8394  -0.24
C: 0.3106 -0.1094 1.8588  -0.18
C: -0.6099 -1.1878 1.7835  -0.10
C: 1.7008 -0.3724 2.0375  0.47
C: 1.9618 -0.7340 5.4377  0.04
C: -0.1835 1.2217 1.7433  -0.10
C: -1.9662 -0.9401 1.6833  -0.24
C: -3.9316 0.5928 1.5922  -0.65
C: -2.4523 0.3742 1.6415  0.12
C: -1.5449 1.4448 1.6451  -0.24
C: 2.7907 -2.6973 4.5622  0.03
C: 2.6589 -2.4797 6.9597  -0.15
C: 2.1342 -1.1977 6.7563  -0.23
H: -4.1684 1.6578 1.5758  0.23
H: 1.8499 -0.5435 7.5780  0.24
H: 2.0711 -1.3918 2.2027  0.23
H: -1.9340 2.4649 1.5747  0.24
H: -2.6896 -1.7610 1.6431  0.24
H: 3.4105 -4.2506 5.9102  0.24
H: 2.8007 -2.8738 7.9693  0.24
H: 4.4561 1.2698 1.7953  0.23
H: 3.0451 -3.2597 3.6619  0.20
H: 4.1570 -0.2648 0.9109  0.21
H: 0.5344 2.0409 1.7437  0.24
H: 1.5595 0.2602 5.2342  0.20
H: 4.3248 -0.2825 2.7008  0.22
H: -0.2126 -2.2039 1.8161  0.23
H: -4.3679 0.1244 0.7026  0.25
H: -4.4248 0.1394 2.4603  0.25

Cartesian forces (eV/Å) of the 2 atoms listed first:
O -1.05 -0.82 -0.02
N 0.02 0.31 -0.31

Kohn-Sham gap ... 8.10 eV
Relative energy (zero: lowest compared OMol25 entry of this formula, charge and spin) ... 2.1 kcal per mole
Charge ... +1
HOMO ... -0.469 Eh



[3]
Below is a molecular structure, C25H34BaN2O in a non-equilibrium geometry, with properties calculated with ωB97M-V/def2-TZVPD.

Last column: Löwdin charge in e.
Positions of all 63 atoms, in Å:
Ba: -0.6673 0.1153 -1.8669  1.94
O: 0.6177 1.0310 0.0173  -0.41
N: -1.2830 -2.5222 -1.3384  -0.04
N: -2.6587 -0.6046 0.1290  0.01
C: 3.0941 1.9124 3.1372  -0.11
C: -0.6570 1.9715 2.4071  -0.40
C: -2.9375 -1.9181 0.3583  -0.20
C: 0.8427 1.7283 2.2713  -0.15
C: -1.7590 -5.2444 -1.0698  -0.05
C: 3.5962 1.2142 2.0368  -0.06
C: -0.5438 -3.4134 -2.0291  -0.12
C: 4.6079 -0.6759 0.0809  -0.09
C: 1.7251 2.1599 3.2478  -0.07
C: -3.2889 0.3373 0.8652  -0.13
C: 3.4201 0.9591 -1.3798  -0.07
C: 3.2707 0.0177 -0.1861  -0.38
C: -1.1678 1.6037 3.7992  -0.08
C: -2.2270 -2.9458 -0.4598  -0.21
C: -0.7642 -4.7905 -1.9407  -0.03
C: -0.4499 1.3743 -4.2391  -0.30
C: 1.4899 -1.1566 -3.4020  -0.35
C: -2.4865 -4.3221 -0.3215  -0.01
C: 1.3668 1.1520 1.0697  -0.34
C: -1.0013 3.4192 2.0618  -0.07
C: 2.7521 0.7707 1.0324  -0.14
C: -4.5076 -1.3229 2.1106  -0.04
C: -4.2117 0.0211 1.8744  -0.04
C: -3.8628 -2.2960 1.3516  -0.01
C: -0.7836 2.4261 -3.1347  -0.31
H: 3.7718 2.2497 3.9194  0.09
H: 1.3227 2.6956 4.1132  0.10
H: 2.0591 -1.8133 -2.7300  -0.07
H: -0.7749 3.4002 -3.6237  0.08
H: 4.6685 1.0112 1.9579  0.10
H: -2.2635 1.6137 3.8130  0.06
H: 2.5296 -0.7584 -0.4378  0.12
H: -0.0215 2.5181 -2.3400  0.04
H: -1.9696 -6.3049 -0.9637  0.11
H: -0.8350 0.5968 4.0781  0.09
H: -0.1576 -5.4611 -2.5448  0.11
H: 2.5293 1.5877 -1.5097  0.06
H: -1.1608 1.3208 1.6820  0.08
H: -4.0563 -3.3523 1.5012  0.10
H: 2.1306 -0.3952 -3.8658  -0.08
H: 0.9125 -1.7241 -4.1487  -0.08
H: -5.2273 -1.6212 2.8663  0.11
H: 0.5909 1.0230 -4.2007  0.03
H: -0.8037 2.3116 4.5540  0.07
H: -3.2558 -4.6332 0.3742  0.10
H: 4.2787 1.6253 -1.2136  0.08
H: 4.5804 -1.2674 1.0024  0.08
H: -3.0532 1.3861 0.6360  0.12
H: 3.5857 0.3888 -2.2996  0.06
H: -0.5534 1.8797 -5.2057  0.08
H: -0.6516 3.6651 1.0515  0.08
H: -1.7980 2.3188 -2.7156  0.04
H: -1.1318 0.5054 -4.3027  0.03
H: -2.0849 3.5803 2.1052  0.07
H: 5.4154 0.0622 0.1587  0.07
H: -4.6791 0.8232 2.4392  0.11
H: 4.8472 -1.3500 -0.7488  0.08
H: -0.5195 4.1064 2.7703  0.08
H: 0.2496 -2.9898 -2.6545  0.06

Cartesian forces (eV/Å) of the 2 atoms listed first:
Ba 1.18 -1.77 2.16
O -0.96 -0.66 -0.83

Kohn-Sham gap ... 5.28 eV
Relative energy (zero: lowest compared OMol25 entry of this formula, charge and spin) ... 17.2 kcal per mole
HOMO ... -0.223 Eh